DFT (ωB97M-V/def2-TZVPD) results for C40H48N7S3SiTa as an isolated structure.

Results
E_LUMO: -6.4 eV
HOMO energy: -0.478 hartree
HOMO-LUMO gap: 0.243 Eh
Energy relative to the best compared isomer or geometry (same formula, charge and spin): 0.0 kcal per mole

Structure (ORCA input):
```
! RIJCOSX wB97M-V def2-TZVPD def2/J DEFGRID3
* xyz 2 1
Ta -0.0353 0.7489 -0.0635
C 0.5291 -2.7028 4.7550
S -0.6420 -1.3642 4.4672
C -0.0556 -0.7341 2.9865
S -1.0597 0.5607 2.2997
N 1.0161 -1.1535 2.4233
N 1.3238 -0.5317 1.2299
C 2.4965 -0.8071 0.7975
C 2.9238 -0.2446 -0.4673
C 4.2128 -0.4269 -0.9331
C 4.5808 0.1513 -2.1381
C 3.6333 0.8865 -2.8268
C 2.3603 1.0200 -2.2947
N 1.9915 0.4644 -1.1385
H 0.2035 -3.1862 5.6738
H 1.5350 -2.3107 4.8771
H 0.4885 -3.4079 3.9280
H 3.1433 -1.4578 1.3759
H 4.9132 -1.0047 -0.3453
H 5.5856 0.0379 -2.5221
H 3.8672 1.3775 -3.7616
H 1.6104 1.6080 -2.8060
C 2.4307 5.3347 -1.0732
C 2.5827 3.8267 -1.2920
C 3.2713 3.1634 -0.1225
C 4.6595 3.1910 -0.0435
C 5.3180 2.6986 1.0703
C 4.5919 2.2063 2.1424
C 3.2004 2.1553 2.1081
C 2.4175 1.7491 3.3369
C 3.0228 0.6239 4.1702
C 2.5581 2.6016 0.9440
N 1.1304 2.4619 0.7913
C 0.3582 3.4462 1.1838
C -1.0001 3.4067 0.8359
C -2.0591 4.2852 1.0277
C -3.1353 3.7891 0.2779
C -2.6900 2.6403 -0.3491
N -1.3902 2.3820 -0.0266
H 1.9805 5.8104 -1.9442
H 3.4002 5.7987 -0.8911
H 1.7987 5.5473 -0.2092
H 3.1687 3.6565 -2.1983
H 1.5938 3.3943 -1.4639
H 5.2259 3.6250 -0.8602
H 6.3988 2.7301 1.1191
H 5.1177 1.8766 3.0284
H 1.3978 1.4925 3.0535
H 2.3203 2.6364 3.9720
H 3.1441 -0.2908 3.5879
H 2.3736 0.3967 5.0171
H 3.9961 0.8933 4.5775
H 0.7746 4.2825 1.7393
H -2.0405 5.1798 1.6315
H -4.1176 4.2217 0.1849
H -3.2284 1.9919 -1.0195
C -0.0278 -2.2453 -6.0020
C 0.5737 -2.2703 -4.6072
N 0.2233 -1.0683 -3.8303
C -0.8045 -0.8086 -3.0425
S -0.9793 0.8405 -2.4254
N -1.7495 -1.6678 -2.7026
C -1.9110 -3.1098 -2.9615
C -3.1634 -3.5948 -2.2560
H 0.3090 -3.1140 -6.5669
H 0.2789 -1.3498 -6.5437
H -1.1177 -2.2616 -5.9664
H 1.6621 -2.2849 -4.6586
H 0.2813 -3.1561 -4.0566
H 0.8053 -0.2651 -4.0025
H -2.5214 -1.2297 -2.2230
H -1.0450 -3.6390 -2.5658
H -1.9791 -3.2873 -4.0351
H -3.0753 -3.4665 -1.1754
H -3.3124 -4.6535 -2.4601
H -4.0487 -3.0631 -2.6107
C -1.7368 -5.2393 1.6984
C -2.8060 -4.4755 2.1503
C -2.8750 -3.1266 1.8346
C -1.8694 -2.5147 1.0766
C -0.8018 -3.2984 0.6315
C -0.7355 -4.6499 0.9356
Si -2.0379 -0.7034 0.6647
C -3.8417 -0.2108 0.7613
C -4.4355 0.1893 1.9601
C -5.7871 0.5021 2.0169
C -6.5714 0.4176 0.8760
C -6.0003 0.0193 -0.3262
C -4.6507 -0.2900 -0.3761
H -1.6871 -6.2940 1.9363
H -3.5898 -4.9328 2.7399
H -3.7264 -2.5469 2.1729
H -0.0082 -2.8465 0.0438
H 0.0949 -5.2466 0.5795
H 0.0081 -0.8941 -0.6937
H -3.8427 0.2669 2.8645
H -6.2274 0.8123 2.9556
H -7.6247 0.6609 0.9219
H -6.6061 -0.0473 -1.2204
H -4.2327 -0.5844 -1.3349
*
```


DFT (ωB97M-V/def2-TZVPD) results for C14H10F5LiO3P as an isolated structure in a non-equilibrium geometry.

Results
E_LUMO: -4.7 eV
HOMO energy: -0.403 hartree
HOMO-LUMO gap: 0.231 Eh

Structure (ORCA input):
```
! RIJCOSX wB97M-V def2-TZVPD def2/J DEFGRID3
* xyz 1 1
C 2.8876 -0.8809 2.1395
P 2.0179 -0.3277 0.6302
C 3.2892 0.1172 -0.6159
C 1.0973 -1.7083 -0.0315
C 0.2592 -1.7368 -1.0813
C -0.0929 -0.5950 -1.9959
F -0.9700 -0.9863 -2.9456
F 1.0454 -0.1970 -2.6472
C -0.6800 0.5982 -1.2663
C -0.1623 1.8742 -1.4243
C -0.7212 2.9372 -0.7300
C -1.7869 2.7231 0.1203
C -2.3107 1.4438 0.2542
C -3.4419 1.1709 1.1585
F -3.0496 0.7870 2.4477
F -4.2299 2.2996 1.4232
F -4.2659 0.2358 0.7447
C -1.7610 0.3746 -0.4370
C -0.3191 -3.1014 -1.2065
O -1.1823 -3.5043 -1.9091
O 0.2960 -3.8969 -0.2561
C 1.0969 -3.1103 0.5300
O 1.6492 -3.5341 1.4940
H 3.8802 -0.4349 2.1365
H 2.9454 -1.9550 2.2576
H 2.3520 -0.4623 2.9876
H 3.1249 1.1539 -0.8970
H 3.2236 -0.4902 -1.5130
H 4.2800 0.0431 -0.1750
H 0.6742 2.0381 -2.0861
H -0.3279 3.9366 -0.8344
H -2.2069 3.5572 0.6642
H -2.1693 -0.6222 -0.3378
Li -4.4412 2.2532 3.4015
*
```


DFT (ωB97M-V/def2-TZVPD) results for one molecule with the formula C10H14 in a non-equilibrium geometry.

Results
E_LUMO: 0.6 eV
HOMO energy: -0.300 hartree
HOMO-LUMO gap: 0.322 Eh
Structure (SMILES): CC(C)=C=C=CC=C(C)C
Energy relative to the best compared isomer or geometry (same formula, charge and spin): 122.3 kcal per mole

Structure (ORCA input):
```
! RIJCOSX wB97M-V def2-TZVPD def2/J DEFGRID3
* xyz 0 1
C 2.3608 0.5505 -0.7615
C 1.3345 -0.1473 -1.2554
C 2.8078 0.7811 0.4515
C 1.8709 0.2585 1.4084
C 0.1203 -0.3880 -1.6988
C 0.5556 0.4170 1.4211
C -0.3325 0.0362 -3.0894
C -0.7424 -1.1414 -0.8755
C -0.2259 1.5091 0.8422
C -0.2221 -0.4355 2.3701
H 3.5585 1.6083 0.6383
H 2.2931 -0.5655 2.0047
H 0.0073 1.0543 -3.2022
H -1.4164 -0.0678 -3.1537
H 0.1797 -0.7194 -3.9142
H -0.5149 -1.0433 0.2062
H -0.7857 -2.1808 -1.2045
H -1.8887 -0.9143 -0.9456
H -0.8824 1.1576 0.0855
H 0.4085 2.1992 0.2676
H -0.8404 2.2328 1.5473
H 0.1759 -1.1972 2.8179
H -1.1598 -0.6952 1.9024
H -0.5613 0.1337 3.2017
*
```


DFT (ωB97M-V/def2-TZVPD) results for a 2-piece molecular cluster, C2H2ClO3P overall in a non-equilibrium geometry.

Results
E_LUMO (alpha / beta): 5.8 / 5.7 eV
HOMO energy (alpha / beta): 0.026 / 0.057 hartree
HOMO-LUMO gap (alpha / beta): 0.187 / 0.150 Eh
Energy relative to the best compared isomer or geometry (same formula, charge and spin): 168.3 kcal per mole

Structure (ORCA input):
```
! RIJCOSX wB97M-V def2-TZVPD def2/J DEFGRID3
* xyz -2 1
C 3.1287 -0.4414 0.1435
C -0.6257 -0.6356 -0.0204
O -1.0124 2.1119 -0.3195
O -1.6009 -0.2203 0.9681
O -2.9543 0.6193 -1.2025
P -1.6106 0.7146 -0.4910
Cl -1.3353 -2.1427 -0.7524
H 2.2217 -0.3617 0.8040
H 3.7889 0.3559 0.8703
*
```


> Number 4 is which compound?

C2H2ClO3P